# 1
A molecular structure, C41H33Br3CsN13O7S at a distorted geometry. Source: OMol25; level of theory: the ωB97M-V functional and the def2-TZVPD basis.

Values from the calculation:
2S+1   1
Orbital gap   5.42 eV
Charge   -2
ΔE to the lowest compared entry with this formula, charge and spin   0.00 kJ/mol
E_tot   -298264.640 eV
HOMO level   -2.457 eV

Geometry as XYZ:
```
99
Properties=species:S:1:pos:R:3:forces:R:3:lowdin_charge:R:1
Cs 15.525 16.866 11.903 0.1 0.3 -0.1 0.929
Br 13.337 21.658 8.910 0.4 -0.1 0.3 0.715
Br 8.097 20.759 10.471 -0.1 0.0 0.1 0.678
Br 27.941 22.330 9.642 1.4 0.6 -0.6 0.724
S 19.158 18.458 7.579 0.8 0.4 -0.4 0.531
O 16.014 14.817 9.694 -0.5 -2.2 1.2 -0.156
O 13.207 9.600 6.654 -0.1 -0.2 -1.2 0.064
O 13.301 8.252 8.301 0.0 -1.2 0.4 0.059
O 17.972 17.356 14.009 1.2 1.4 -0.5 -0.148
O 15.642 13.690 11.655 0.8 0.8 0.1 -0.134
O 19.105 14.678 10.612 0.9 -1.6 1.1 -0.018
O 13.867 19.061 10.628 -0.9 -0.5 0.4 -0.202
N 17.826 16.769 9.056 1.1 -0.6 -0.3 -0.107
N 22.595 19.785 12.575 0.4 -1.0 -2.1 0.058
N 15.439 15.518 15.048 -0.1 -1.1 0.4 0.082
N 20.125 16.402 9.004 -1.2 -0.5 0.0 0.068
N 18.354 14.639 12.740 -2.0 -1.8 -0.3 0.140
N 11.863 17.180 11.426 0.8 -3.3 0.4 0.153
N 20.627 15.020 12.352 -0.8 0.4 -3.5 0.178
N 13.607 9.272 7.740 0.0 1.3 1.3 -0.376
N 22.824 19.973 11.308 -2.1 -0.7 0.9 0.012
N 18.871 16.114 18.297 -1.4 -1.0 -1.9 0.149
N 17.749 19.661 12.335 -1.9 -0.2 -0.2 0.103
N 16.761 17.618 8.784 -0.6 1.2 -1.3 -0.030
N 14.240 19.979 14.436 -2.2 5.3 1.4 0.060
C 12.643 19.345 10.642 2.2 0.9 -0.5 -0.396
C 11.141 14.822 11.735 0.2 -0.8 -0.5 -0.048
C 15.662 13.295 16.099 -0.5 1.0 -0.4 -0.039
C 25.762 20.610 9.217 -1.0 0.6 1.4 -0.145
C 9.897 20.121 10.567 0.6 0.7 -0.2 -0.656
C 9.555 16.742 11.884 0.8 -1.0 0.4 -0.034
C 15.312 12.461 8.355 0.3 1.1 -1.1 -0.004
C 10.215 18.890 11.133 -0.4 -0.9 0.6 -0.191
C 18.939 18.166 13.775 -1.9 -1.1 -0.1 -0.326
C 16.316 15.973 15.934 0.4 1.7 -0.6 -0.115
C 15.182 12.564 9.728 0.7 -1.0 0.1 -0.110
C 24.925 20.915 11.964 0.5 -0.5 -1.9 0.001
C 18.818 21.211 10.812 -0.8 -2.1 1.2 -0.013
C 19.031 17.109 8.586 0.7 0.3 0.1 -0.890
C 19.375 14.680 11.824 -1.1 2.1 0.6 -0.577
C 14.348 10.313 8.516 0.2 -0.2 -1.5 -0.145
C 14.541 18.901 14.211 0.7 -2.5 -0.4 -0.129
C 15.184 14.209 15.108 -0.1 -0.3 0.9 -0.114
C 21.270 18.685 14.150 0.9 0.5 -2.3 -0.021
C 24.083 20.342 10.966 1.7 1.4 1.3 -0.315
C 26.502 21.296 10.162 0.4 -1.0 0.6 -0.789
C 10.915 16.288 11.678 -1.1 1.9 0.5 -0.319
C 15.692 13.792 10.402 -0.3 2.0 0.0 -0.639
C 20.146 19.731 12.270 -2.3 -0.2 -1.1 -0.120
C 17.666 20.634 11.478 0.1 1.5 -1.9 -0.135
C 18.908 19.198 12.704 2.0 -0.7 1.7 -0.170
C 9.181 18.018 11.624 4.1 -0.4 -0.8 -0.052
C 18.067 15.695 17.552 2.0 1.4 3.3 -0.189
C 24.511 20.207 9.644 -0.8 -1.8 -1.0 -0.034
C 20.034 20.636 11.221 -0.9 1.7 -1.5 -0.015
C 11.594 18.424 11.207 -1.9 3.8 -1.9 -0.161
C 14.316 10.292 9.898 -0.1 1.0 -1.6 -0.005
C 16.525 13.835 17.042 0.4 0.4 -0.9 -0.017
C 12.240 20.629 10.039 -2.1 -2.3 0.9 -0.632
C 16.954 15.186 16.868 -1.0 -1.8 -0.5 -0.224
C 26.247 21.264 11.521 -2.1 1.5 2.2 -0.153
C 21.336 19.348 12.873 1.7 0.1 2.4 -0.261
C 10.875 20.919 10.011 1.1 -0.6 0.8 -0.235
C 14.764 11.458 10.500 -0.4 -0.2 1.0 0.007
C 14.898 11.325 7.717 -0.7 -1.0 1.0 -0.005
C 20.108 18.132 14.567 0.3 0.4 0.3 -0.048
H 14.460 13.877 14.397 -0.2 -0.4 -0.6 0.094
H 17.164 18.192 7.952 -1.3 -0.7 1.3 -0.026
H 10.267 14.396 12.235 0.2 -0.2 -0.1 0.060
H 17.399 14.173 12.363 2.5 1.8 1.0 0.119
H 13.808 20.934 14.679 1.4 -2.7 -0.9 0.137
H 22.286 18.497 14.509 -0.6 0.2 0.8 0.106
H 23.836 19.614 8.968 0.7 0.8 0.6 0.128
H 13.793 9.476 10.340 0.0 -0.4 0.7 0.105
H 8.861 16.028 12.326 -0.1 0.0 -0.3 0.096
H 21.037 16.589 8.615 -0.5 0.1 -0.1 0.074
H 15.684 13.311 7.729 -0.3 -0.7 1.1 0.144
H 15.903 17.101 8.528 0.9 0.0 0.0 0.077
H 8.235 18.379 11.659 -2.8 0.8 0.4 0.019
H 12.047 14.491 12.263 -0.1 0.3 -0.2 0.074
H 16.571 17.054 15.857 -0.2 -1.0 0.0 0.119
H 16.925 13.240 17.844 0.2 -0.1 0.1 0.107
H 21.379 15.154 11.675 -0.6 0.0 0.3 0.107
H 26.934 21.800 12.226 -0.6 -0.6 -0.8 0.094
H 20.931 20.865 10.701 0.5 0.4 -0.3 0.075
H 20.019 17.732 15.538 0.0 -1.0 0.9 0.083
H 18.313 15.310 13.532 0.2 -0.6 -0.8 0.074
H 18.632 21.871 9.942 0.6 -0.4 0.8 0.104
H 24.322 21.024 12.894 1.6 0.1 -0.2 0.104
H 26.131 20.457 8.239 0.1 0.1 -0.9 0.084
H 10.661 21.862 9.633 -0.9 1.5 -0.9 0.049
H 17.612 15.812 9.293 -0.2 -0.2 0.5 0.083
H 11.162 14.402 10.694 0.1 0.3 0.8 0.097
H 16.635 20.922 11.170 0.8 -0.1 0.3 0.112
H 20.932 14.695 13.200 0.3 -0.8 2.4 0.054
H 14.882 11.201 6.656 0.1 0.1 -0.4 0.108
H 15.293 12.247 16.102 0.4 1.0 0.1 0.112
H 19.882 15.562 9.579 0.8 0.7 -0.5 0.033
H 14.695 11.456 11.612 0.3 0.7 -1.1 0.128
```
Positions in Å, forces in eV/Å.

# 2
A molecular structure, C41H33Cl2N6O2Re. Source: OMol25; level of theory: the ωB97M-V functional and the def2-TZVPD basis.

Values from the calculation:
2S+1   1
Orbital gap   5.87 eV
Charge   +2
ΔE to the lowest compared entry with this formula, charge and spin   0.00 kJ/mol
E_tot   -83247.805 eV
HOMO level   -12.731 eV

Geometry as XYZ:
```
85
Properties=species:S:1:pos:R:3:forces:R:3:lowdin_charge:R:1
Re 0.158 0.288 1.164 -0.1 0.0 0.3 1.599
Cl -5.519 0.477 -2.491 0.0 0.0 0.0 0.796
Cl -0.283 1.806 -1.932 -0.1 0.0 -0.1 1.134
O -2.835 -0.120 2.715 -0.1 0.1 0.0 0.079
O -1.512 -0.711 1.031 -0.2 0.0 0.0 -0.236
N -2.661 0.126 -1.428 -0.1 0.0 0.2 0.082
N 2.896 1.461 0.834 0.0 0.0 0.0 -0.030
N 0.613 -2.310 2.722 0.0 -0.1 0.0 -0.061
N 0.452 -0.983 2.940 0.0 0.0 -0.1 -0.065
N 1.367 -0.808 0.244 0.2 0.0 -0.1 -0.085
N 1.894 1.343 1.749 0.0 -0.1 -0.1 -0.082
C -3.362 -3.191 -2.923 0.0 0.0 0.0 -0.061
C -3.603 -1.889 -0.460 0.0 0.0 0.0 -0.173
C -1.938 2.186 -2.452 0.0 -0.1 0.0 -0.402
C -4.174 1.516 -2.785 0.0 0.0 0.0 -0.560
C -2.923 1.216 -2.215 0.1 0.0 -0.1 -0.269
C -0.307 -0.875 4.031 0.0 0.0 0.0 -0.111
C -3.113 -1.217 -1.582 0.1 0.0 0.0 -0.249
C -0.635 -2.132 4.532 0.0 0.0 0.0 0.004
C 2.768 1.018 -0.519 0.0 0.0 0.0 -0.137
C 4.014 2.095 -3.941 0.0 0.0 0.0 -0.023
C -2.714 -0.624 1.626 0.1 -0.1 0.0 -0.529
C -2.117 3.368 -3.147 0.0 0.0 0.0 -0.086
C 3.546 -3.825 0.144 0.0 0.0 0.0 -0.003
C 1.934 -0.530 -2.156 0.0 0.0 0.0 -0.045
C -0.036 -3.019 3.670 0.0 0.0 0.0 -0.005
C -0.455 4.189 0.243 0.0 0.0 0.0 -0.028
C 2.982 -2.599 -0.134 0.0 0.0 0.0 0.009
C -1.262 2.623 1.905 -0.1 0.0 0.0 -0.071
C -1.202 4.966 2.404 0.0 0.0 0.0 -0.038
C -4.373 2.669 -3.523 0.0 0.0 0.0 -0.069
C 1.955 -2.051 0.644 0.0 0.0 0.0 -0.140
C 2.581 0.182 -3.148 0.0 0.0 0.0 -0.019
C 3.326 1.325 -2.851 0.0 0.0 0.0 -0.245
C 3.135 -4.565 1.245 0.0 0.0 0.0 -0.237
C 1.563 -2.784 1.779 0.0 0.0 0.0 -0.093
C -3.358 3.601 -3.703 0.0 0.0 0.0 -0.054
C 2.029 -0.124 -0.832 0.0 0.0 0.0 -0.290
C 3.646 2.333 2.718 0.0 0.0 0.0 0.001
C 3.756 -5.885 1.590 0.0 0.0 0.0 -0.022
C -0.731 2.877 0.625 0.0 0.0 0.0 -0.317
C -1.479 3.665 2.797 0.0 0.1 0.0 -0.035
C -3.938 -3.230 -0.592 0.0 0.0 0.0 -0.019
C 2.160 -4.006 2.059 0.0 0.0 0.0 0.039
C 3.397 1.740 -1.526 0.0 0.0 0.0 0.038
C 2.346 1.862 2.887 0.0 0.0 0.0 -0.073
C -3.820 -3.881 -1.812 0.0 0.0 0.0 -0.061
C -0.295 1.652 -0.032 0.0 0.0 0.2 -0.487
C -0.705 5.223 1.130 0.0 0.0 0.0 -0.034
C -3.878 -1.147 0.819 0.0 0.1 0.0 -0.025
C -2.992 -1.860 -2.804 0.0 0.0 0.0 -0.025
C 3.962 2.053 1.409 0.0 0.0 0.0 -0.003
H 4.693 1.447 -4.496 0.0 0.0 0.0 0.098
H 3.936 2.645 -1.276 0.0 0.0 0.0 0.129
H -2.616 -1.310 -3.659 0.0 0.0 0.0 0.122
H 1.347 -1.409 -2.394 0.0 0.0 0.0 0.141
H -0.619 0.095 4.379 0.0 0.0 0.0 0.122
H 4.473 -5.766 2.406 0.0 0.0 0.0 0.100
H 3.289 2.490 -4.654 0.0 0.0 0.0 0.094
H -4.104 -4.921 -1.897 0.0 0.0 0.0 0.112
H -4.505 -1.729 1.493 0.0 0.0 0.0 0.140
H -1.242 -2.365 5.388 0.0 0.0 0.0 0.122
H -3.284 -3.688 -3.880 0.0 0.0 0.0 0.113
H 4.590 2.928 -3.543 0.0 0.0 0.0 0.085
H 3.356 -2.056 -0.987 0.0 0.0 0.0 0.112
H -1.655 1.638 2.188 0.1 0.0 0.0 0.077
H -5.356 2.848 -3.935 0.0 0.0 0.0 0.120
H -3.542 4.503 -4.269 0.0 0.0 0.0 0.122
H -4.456 -0.244 0.586 0.0 0.0 0.0 0.140
H 1.886 -4.529 2.964 0.0 0.0 0.0 0.123
H -1.394 5.787 3.081 0.0 0.0 0.0 0.121
H -1.931 0.225 -0.743 0.0 0.0 0.0 0.062
H -4.331 -3.764 0.265 0.0 0.0 0.0 0.120
H -0.039 -4.094 3.669 0.0 0.0 0.0 0.138
H 4.872 2.207 0.854 0.0 0.0 0.0 0.144
H -1.908 3.464 3.770 0.0 0.0 0.0 0.123
H -1.299 4.063 -3.274 0.0 0.0 0.0 0.115
H 4.277 2.798 3.454 0.0 0.0 0.0 0.120
H 4.328 -4.205 -0.501 0.0 0.0 0.0 0.129
H 2.502 -0.149 -4.177 0.0 0.0 0.0 0.133
H -0.032 4.399 -0.732 0.0 0.0 0.0 0.108
H -0.506 6.243 0.830 0.0 0.0 0.0 0.121
H 3.004 -6.603 1.916 0.0 0.0 0.0 0.092
H 4.287 -6.305 0.739 0.0 0.0 0.0 0.088
H 1.722 1.867 3.765 0.0 0.0 0.0 0.126
```
Positions in Å, forces in eV/Å.

# 3
A molecular structure, C41H33Cl5FMgN3O3SSb. Source: OMol25; level of theory: the ωB97M-V functional and the def2-TZVPD basis.

Values from the calculation:
2S+1   1
Orbital gap (alpha / beta)   4.08 / 4.50 eV
Charge   +1
ΔE to the lowest compared entry with this formula, charge and spin   455.94 kJ/mol
E_tot   -141804.292 eV
HOMO level (alpha / beta)   -6.913 / -7.332 eV

Geometry as XYZ:
```
89
Properties=species:S:1:pos:R:3:forces:R:3:lowdin_charge:R:1
Sb -2.864 0.217 2.307 0.0 -0.1 0.0 1.319
Cl -3.593 -3.014 -3.597 0.0 0.0 0.0 0.694
Cl 1.222 -2.319 0.269 -0.1 -0.1 0.0 0.685
Cl -2.609 -0.182 -2.845 0.0 0.0 0.0 0.707
Cl 0.161 -5.200 -0.403 0.0 0.0 0.0 0.693
Cl -2.285 -5.529 -2.320 0.0 0.0 0.0 0.694
S -0.721 -0.497 2.492 0.0 0.0 0.0 0.155
Mg 0.058 0.150 0.115 0.1 0.1 0.0 0.455
F 6.022 0.284 2.895 -0.1 0.0 0.0 0.039
O 1.706 0.998 0.592 -0.1 -0.2 -0.2 -0.139
O -1.049 4.287 0.651 0.0 -0.1 0.1 -0.011
O -0.812 2.055 -0.119 0.0 0.1 0.2 -0.095
N 2.465 4.450 2.642 -0.2 0.4 0.0 -0.015
N 6.581 2.554 4.391 0.0 0.1 0.0 -0.104
N 9.042 1.998 5.671 0.0 0.0 0.0 0.057
C -0.809 -1.361 -1.197 0.1 0.0 0.1 -0.207
C -3.113 1.185 5.161 0.0 0.0 0.0 -0.124
C -3.050 4.109 -0.611 0.0 0.0 0.0 0.007
C 4.512 3.507 3.543 -0.4 0.2 -0.1 0.066
C 3.900 6.533 2.858 0.0 0.0 0.0 -0.096
C -2.492 4.327 0.779 0.0 0.0 0.0 -0.242
C -0.411 3.067 0.817 0.0 0.1 -0.2 -0.271
C -3.756 1.467 6.357 0.0 0.0 0.0 -0.075
C -5.082 -0.652 0.413 0.0 0.0 0.0 -0.121
C -3.978 -1.104 1.129 0.0 0.0 0.0 -0.358
C -4.216 -3.287 0.164 0.0 0.0 0.0 -0.075
C 2.724 5.713 3.298 0.0 0.0 0.0 -0.260
C -5.807 0.557 5.479 0.0 0.0 0.0 -0.071
C -5.172 0.275 4.278 0.0 0.0 0.0 -0.111
C 7.805 2.490 3.609 0.1 0.0 0.0 -0.152
C -2.891 2.893 -1.102 0.0 0.0 0.0 -0.007
C -0.208 -2.528 -0.742 0.0 0.0 -0.1 -0.683
C -2.305 -2.828 -2.469 0.0 0.0 -0.1 -0.718
C 1.313 4.316 1.943 -0.2 0.0 -0.1 0.054
C -2.950 3.217 1.705 0.0 0.0 0.0 -0.012
C -0.621 -3.817 -1.058 0.0 0.0 0.0 -0.713
C -2.830 1.992 1.215 0.0 0.0 0.0 -0.291
C 1.865 2.066 1.287 0.1 0.0 0.1 -0.294
C 5.104 1.295 2.833 0.1 0.2 0.2 -0.205
C -2.265 1.872 -0.185 -0.1 0.0 0.0 -0.325
C 6.626 1.628 5.510 0.0 0.0 0.0 -0.152
C 3.341 3.421 2.758 0.4 -0.3 0.2 -0.139
C -5.100 1.154 6.513 0.0 0.0 0.0 -0.071
C -1.846 -1.567 -2.096 0.0 0.1 0.0 -0.680
C -1.704 -3.960 -1.923 0.0 0.0 0.0 -0.721
C -5.323 -2.842 -0.546 0.0 0.0 0.0 -0.078
C 5.389 2.463 3.594 0.2 -0.4 -0.1 -0.198
C 7.749 2.021 6.447 0.0 0.0 0.0 -0.088
C -5.754 -1.528 -0.427 0.0 0.0 0.0 -0.068
C 2.505 6.982 2.536 0.0 0.0 0.0 -0.084
C -3.535 -2.417 1.002 0.0 0.0 0.0 -0.117
C 3.047 2.230 2.038 0.0 0.0 0.0 -0.062
C 3.993 1.164 2.085 -0.1 0.0 -0.1 0.081
C 0.857 3.115 1.341 0.1 0.1 0.1 -0.059
C -3.827 0.593 4.125 0.0 0.0 0.0 -0.356
C 8.983 2.903 4.468 0.0 0.0 0.0 -0.088
H -5.597 1.371 7.449 0.0 0.0 0.0 0.109
H 7.732 3.179 2.769 0.0 0.0 0.0 0.148
H -3.251 3.434 2.723 0.0 0.0 0.0 0.118
H -3.464 4.936 -1.171 0.0 0.0 0.0 0.116
H -2.401 0.871 -0.595 0.0 0.0 0.0 0.059
H 9.932 2.815 3.942 0.0 0.0 0.0 0.138
H -6.606 -1.182 -0.997 0.0 0.0 0.0 0.111
H -3.208 1.925 7.169 0.0 0.0 0.0 0.108
H 3.796 0.262 1.524 0.0 0.0 0.0 0.134
H 6.766 0.583 5.190 0.0 0.0 0.0 0.133
H 4.486 6.137 2.041 0.0 0.0 0.0 0.114
H 2.471 5.710 4.351 0.0 0.0 0.0 0.154
H -3.875 -4.309 0.053 0.0 0.0 0.0 0.104
H -5.841 -3.520 -1.211 0.0 0.0 0.0 0.109
H -2.725 5.315 1.171 0.0 0.0 0.0 0.148
H 2.088 7.818 3.078 0.0 0.0 0.0 0.107
H -3.161 2.600 -2.106 0.0 0.0 0.0 0.098
H 7.984 1.484 3.195 0.0 0.0 0.0 0.131
H -2.059 1.411 5.042 0.0 0.0 0.0 0.099
H -6.852 0.309 5.607 0.0 0.0 0.0 0.110
H -5.410 0.380 0.491 0.0 0.0 0.0 0.106
H 9.824 2.258 6.273 0.0 0.0 0.0 0.182
H 7.854 1.332 7.282 0.0 0.0 0.0 0.137
H 0.705 5.204 1.896 0.0 0.0 0.0 0.127
H 7.626 3.039 6.812 0.0 0.0 0.0 0.140
H 5.684 1.675 6.056 0.0 0.0 0.0 0.147
H -5.723 -0.196 3.473 0.0 0.0 0.0 0.098
H 4.730 4.395 4.118 0.0 0.0 0.0 0.117
H 2.188 6.896 1.507 0.0 0.0 0.0 0.109
H 9.215 1.041 5.353 0.0 0.0 0.0 0.183
H -2.649 -2.749 1.531 0.0 0.0 0.0 0.093
H 8.858 3.916 4.849 0.0 0.0 0.0 0.140
H 4.459 7.062 3.617 0.0 0.0 0.0 0.104
```
Positions in Å, forces in eV/Å.

ΔE to the lowest compared entry with this formula, charge and spin of number 3 (C41H33Cl5FMgN3O3SSb)?
455.94 kJ/mol

Which of these has the lowest E_tot?
C41H33Br3CsN13O7S

Which value of ΔE to the lowest compared entry with this formula, charge and spin does entry 3 give?
455.94 kJ/mol